Entry 1:
Formula: C30H41NO3
Source: OMol25
Level of theory: ωB97M-V/def2-TZVPD

The geometry in XYZ format:
```
75
Properties=species:S:1:pos:R:3:forces:R:3
O 4.078806 5.097993 -2.962069 -4.28 -1.55 -2.27
C 3.002952 4.786530 -3.561428 2.45 1.30 1.38
C 2.134698 5.953923 -4.208109 -1.64 -1.43 -2.35
C 1.422048 5.661142 -5.406055 1.46 -0.23 2.52
C 1.508660 4.169399 -6.011937 -0.60 0.16 -1.95
O 1.324701 3.977446 -7.240438 0.60 0.41 4.50
C 1.792761 2.985549 -4.955996 1.24 -0.03 2.21
C 1.340917 1.482656 -5.170643 -1.60 -4.18 -0.86
C -0.047743 0.891562 -4.701422 3.54 -1.44 -1.93
C -0.256329 -0.612271 -4.970174 0.46 1.43 0.30
N 0.589912 -1.581210 -5.565898 1.33 3.94 0.07
C 1.838639 -1.096034 -6.038022 -1.51 3.24 1.61
C 2.225179 0.382781 -5.848716 -1.31 0.18 0.75
C 2.502436 3.276305 -3.745134 -1.50 -0.05 -2.20
C 2.800289 2.157650 -2.606659 0.45 0.33 -1.63
O 3.119528 2.821686 -1.364326 -2.52 -0.53 0.43
C 1.962559 3.073443 -0.575138 -2.88 0.55 3.28
C 2.024581 2.683942 0.952454 -3.13 1.58 -0.72
C 0.802642 2.976808 1.887594 -0.49 1.01 -3.01
C -0.524134 3.639602 1.378310 3.19 -0.44 -3.28
C -0.585328 4.022575 -0.119869 3.20 -1.68 1.54
C 0.649220 3.736165 -1.055679 -0.03 -0.47 2.32
H 2.074622 6.999790 -3.729625 0.48 -1.96 -0.75
H 0.789539 6.471350 -5.922651 1.19 -1.64 0.60
H -0.829197 1.556442 -4.188008 1.27 -1.34 -0.90
H -1.275978 -1.019988 -4.609956 1.91 0.60 -0.70
H 2.592910 -1.790158 -6.565292 -1.59 1.11 1.05
H 3.265630 0.704776 -6.221551 -1.83 -0.53 0.60
H 3.713914 1.545787 -2.968661 -1.26 1.18 0.85
H 1.942276 1.394567 -2.515530 1.08 1.48 -0.10
H 2.952798 2.207766 1.433567 -1.57 0.86 -1.09
H 0.831204 2.735617 3.010368 0.24 0.26 -2.03
H -1.419675 3.882169 2.036063 1.55 -0.53 -0.82
H -1.511863 4.532176 -0.574541 1.72 -0.95 0.82
H 0.529567 4.078862 -2.143456 0.32 -0.68 1.77
C -2.367034 -0.125074 1.867241 -0.03 0.21 -0.10
C -1.741802 0.340766 3.174717 0.10 -0.20 0.02
C -1.984455 -0.624823 4.336730 0.04 0.10 0.11
C -3.452922 -0.821996 4.724745 -0.05 -0.04 -0.11
C -4.203410 0.455336 5.105901 -0.01 -0.13 0.08
C -3.627485 1.146686 6.334289 -0.08 0.17 0.00
H -3.454901 -0.193801 1.942088 0.04 -0.04 -0.02
H -2.134951 0.582756 1.066400 -0.02 -0.09 0.00
H -1.978160 -1.104492 1.576864 -0.08 0.02 0.02
H -2.109761 1.341172 3.423300 0.01 -0.02 0.04
H -0.660939 0.438997 3.026375 -0.06 0.04 0.03
H -1.420542 -0.273667 5.207672 -0.04 -0.04 -0.02
H -1.560323 -1.602779 4.080353 -0.01 0.05 -0.02
H -3.496386 -1.523666 5.565851 -0.01 0.05 -0.03
H -3.985205 -1.308991 3.901178 0.04 0.00 0.03
H -5.247502 0.195172 5.310680 0.05 0.02 -0.07
H -4.222132 1.155180 4.264607 0.01 -0.06 -0.01
H -3.644735 0.479274 7.200759 0.05 0.04 -0.05
H -4.218662 2.033304 6.580170 0.09 -0.06 0.05
H -2.597391 1.471679 6.170087 -0.04 -0.03 0.04
C 1.202638 -3.107967 2.644471 0.15 0.11 -0.07
C 0.434129 -3.234198 1.335906 -0.14 -0.01 0.10
C -0.533441 -4.419368 1.317547 -0.03 0.02 -0.15
C 0.121291 -5.797574 1.450653 0.07 0.02 0.11
C 1.171768 -6.125382 0.388010 -0.10 -0.10 0.04
C 0.605354 -6.164197 -1.024894 0.15 0.01 -0.11
H 1.835462 -3.979719 2.826325 -0.04 0.04 0.04
H 1.852227 -2.228688 2.616243 -0.03 -0.07 0.09
H 0.517939 -2.995815 3.489485 0.04 -0.04 -0.01
H 1.137508 -3.299499 0.500264 -0.05 -0.02 0.00
H -0.141394 -2.315380 1.181679 0.06 -0.06 -0.06
H -1.117571 -4.380390 0.391824 0.02 -0.03 0.05
H -1.256799 -4.300069 2.132811 0.04 0.02 -0.03
H -0.666897 -6.558699 1.417336 0.05 0.03 -0.01
H 0.582656 -5.887869 2.439491 -0.04 0.02 -0.02
H 1.601654 -7.106363 0.617512 0.01 0.09 0.03
H 1.999508 -5.410795 0.433125 -0.04 -0.01 0.04
H -0.192231 -6.908594 -1.104402 0.02 0.08 -0.01
H 1.389311 -6.432933 -1.738400 -0.12 0.02 -0.01
H 0.202840 -5.194332 -1.326366 -0.01 -0.06 -0.01
```
Positions in Å, forces in eV/Å.

E, a.u.: -1447.8192
Structure (SMILES): O=C1C=CC(=O)C(c2ccncc2)=C1COc1ccccc1.CCCCCC.CCCCCC
F_max, eV/Å: 5.09
Lowest unoccupied orbital energy, eV: -1.515
Highest occupied orbital energy, eV: -8.85


Entry 2:
Formula: CH11N7
Source: OMol25
Level of theory: ωB97M-V/def2-TZVPD

The geometry in XYZ format:
```
19
Properties=species:S:1:pos:R:3:forces:R:3
C -0.312117 0.106643 -0.735943 2.20 0.53 -1.24
N 1.663216 1.210563 -0.698425 1.24 0.13 -0.90
N 0.483346 1.012458 -0.221560 -3.15 -1.56 1.44
N -2.426852 -1.040445 -0.771263 0.96 -1.29 1.04
N 1.370414 -1.129386 0.607977 2.48 -1.19 -1.73
N -1.420430 -0.328292 -0.105289 -2.55 0.58 1.10
N 2.578390 -0.838523 0.289666 -2.96 -2.02 -1.00
N -1.752342 0.627944 1.015702 -2.30 -0.96 -0.23
H -0.133665 -0.323257 -1.723752 -0.17 -0.25 0.20
H 2.050457 2.037248 -0.311676 0.82 0.85 -0.40
H -2.528195 -2.006415 -0.378669 0.31 1.25 -0.29
H -3.341512 -0.627309 -0.851706 -0.03 0.77 -0.24
H 1.175356 -0.709259 1.492147 -0.23 0.71 0.94
H 3.137987 -0.265781 0.808734 1.68 2.08 2.26
H 3.136405 -1.315547 -0.434054 -1.14 -0.17 -0.19
H 1.877107 0.878343 -1.626707 0.26 0.50 -0.35
H -0.801408 0.908055 1.322097 -0.35 -0.25 1.10
H -2.146673 1.515531 0.691668 0.08 0.23 -0.84
H -2.609481 0.287423 1.631054 2.85 0.05 -0.69
```
Positions in Å, forces in eV/Å.

Relative energy (zero: lowest compared OMol25 entry of this formula, charge and spin), kJ/mol: 100.7
E, a.u.: -427.1507
F_max, eV/Å: 3.80
Lowest unoccupied orbital energy (alpha / beta), eV: -9.056 / -9.057
Highest occupied orbital energy (alpha / beta), eV: -17.02 / -17.02
Net charge: +2


Entry 3:
Formula: C4H9NO2
Source: OMol25
Level of theory: ωB97M-V/def2-TZVPD

The geometry in XYZ format:
```
16
Properties=species:S:1:pos:R:3:forces:R:3
C 2.148339 -1.396419 -0.105288 -0.24 0.14 -0.52
O 1.477215 -0.452122 0.680309 -0.61 2.57 -0.37
C 0.131430 0.370512 0.036068 5.45 -3.15 2.53
C 0.199598 1.830431 0.134284 -0.16 0.03 -0.13
C -0.559676 -0.690295 -0.070081 -7.27 3.00 -1.96
N -2.069648 -0.048987 -0.504418 0.96 -2.14 -0.21
O -2.915377 0.235226 0.610631 0.60 -0.10 0.23
H 2.232493 -1.082120 -1.156580 0.04 -0.08 0.12
H 3.159458 -1.521409 0.295683 -0.13 0.00 0.02
H 1.638181 -2.371258 -0.081081 0.13 -0.01 -0.06
H 1.057269 2.099574 0.748865 -0.04 -0.09 0.00
H -0.714512 2.210146 0.596026 0.07 -0.01 -0.04
H 0.321314 2.282630 -0.850708 0.01 0.04 0.01
H -0.629971 -1.757057 -0.056292 0.64 -0.03 0.28
H -2.014312 0.845732 -0.988658 0.46 -0.29 0.29
H -3.461802 -0.554585 0.711238 0.09 0.13 -0.19
```
Positions in Å, forces in eV/Å.

Relative energy (zero: lowest compared OMol25 entry of this formula, charge and spin), kJ/mol: 662.1
E, a.u.: -362.8334
Structure (SMILES): CO/C(C)=C/NO
F_max, eV/Å: 8.10
Lowest unoccupied orbital energy, eV: 0.892
Highest occupied orbital energy, eV: -8.48